(1)
The following is a quantum chemistry calculation of 2 unconnected molecules or ions with the total composition C24H47BBr2IN3O5, from the OMol25 dataset.

## Properties
Highest occupied orbital energy (spin up / spin down) ... -10.712 / -11.369 eV
Orbital gap (spin up / spin down) ... 7.6 / 8.2 eV
Spin multiplicity ... 2
Total charge ... +1

CARTESIAN COORDINATES (ANGSTROEM)
C  6.6905  3.7201  2.7651
C  5.8668  3.7826  1.3616
O  5.9129  2.4416  0.8185
C  5.1484  2.3121  -0.3952
C  3.5703  2.5793  -0.2263
N  2.9188  1.7889  0.8725
C  3.5124  0.3951  1.0455
C  2.5600  -0.5761  1.9290
C  3.5350  -1.5362  2.7864
Br  3.6372  -0.8353  4.6777
C  3.0441  -3.0662  2.8644
C  4.2577  -3.8925  3.5728
Br  2.9271  -3.7566  1.0028
O  1.8056  0.2183  2.8745
C  0.8992  1.1489  2.1934
C  -0.5751  0.5070  2.0220
C  -0.7413  -0.8376  2.8669
O  -0.6051  -0.9396  4.1055
I  -1.2929  -2.6476  1.7830
C  1.4369  1.5912  0.7292
B  0.5970  2.9170  0.2736
O  0.6342  3.4603  -1.0847
N  -0.3270  3.6605  1.2215
C  -1.6598  3.6077  0.5089
C  0.1309  5.0695  1.4247
H  7.4316  2.8385  2.6659
H  7.3106  4.6551  2.9558
H  6.0117  3.4325  3.6511
H  4.8213  4.1549  1.6338
H  6.4099  4.5669  0.7203
H  5.3211  1.2550  -0.8278
H  5.4994  3.0282  -1.2346
H  3.4633  3.7083  -0.0044
H  3.1008  2.3711  -1.2607
H  3.0790  2.3128  1.7565
H  4.5262  0.4185  1.5765
H  3.5619  -0.0732  0.0022
H  1.8110  -1.1339  1.2725
H  4.6161  -1.5520  2.4203
H  2.0743  -3.1111  3.4590
H  4.1765  -4.9640  3.1717
H  4.2390  -3.8212  4.7082
H  5.2803  -3.4932  3.2149
H  0.8087  2.0461  2.9145
H  -0.7759  0.2803  0.9098
H  -1.3753  1.2671  2.3335
H  1.2726  0.7840  -0.0743
H  0.4209  2.7549  -1.7346
H  -1.7686  2.5812  -0.0178
H  -2.5522  3.6962  1.2120
H  -1.7450  4.3949  -0.3190
H  1.2697  5.1661  1.5913
H  -0.3426  5.4534  2.4085
H  -0.2508  5.7671  0.5975
C  -3.6352  -2.8987  -4.7046
C  -3.3521  -2.2019  -3.3519
C  -3.0421  -3.2745  -2.2877
C  -4.2809  -4.0524  -1.8551
C  -5.3772  -3.1029  -1.3849
C  -5.7111  -1.9867  -2.3984
N  -4.4948  -1.3205  -2.9590
O  -4.0337  -0.4547  -2.0145
C  -6.5664  -2.5564  -3.5545
C  -6.6754  -0.9868  -1.7032
C  -2.0617  -1.3894  -3.6374
H  -2.7249  -3.3599  -5.1001
H  -4.3557  -3.7098  -4.6422
H  -3.9850  -2.1806  -5.4525
H  -2.5959  -2.8060  -1.4030
H  -2.2932  -3.9778  -2.6678
H  -4.6459  -4.6824  -2.6713
H  -4.0163  -4.7338  -1.0406
H  -6.2775  -3.6829  -1.1568
H  -5.0565  -2.6557  -0.4359
H  -6.6846  -1.8200  -4.3542
H  -7.5719  -2.8153  -3.2081
H  -6.1706  -3.4737  -3.9857
H  -6.2610  -0.5767  -0.7786
H  -7.6111  -1.4798  -1.4247
H  -6.9269  -0.1541  -2.3670
H  -2.2476  -0.6131  -4.3864
H  -1.2714  -2.0375  -4.0274
H  -1.6527  -0.9130  -2.7424

Here are the Mulliken charges for atoms 1 to 4, given in e: -1.03, 0.01, -0.30, -0.74

(2)
The following is a quantum chemistry calculation of a gas-phase ion, C24H47BClFN2O7P (charge +1), from the OMol25 dataset.

## Properties
Highest occupied orbital energy ... -11.130 eV
SMILES ... [H]/N=C/C[N@+]1(CC(=O)F)[C@@H](O)[C@@](CCOCC)(COCC)O[C@H](B(O)OCC)[C@@]1(CCCCl)P(CC)CC
Orbital gap ... 8.9 eV
Total charge ... +1

CARTESIAN COORDINATES (ANGSTROEM)
C  -1.7200  -5.1099  1.7621
C  -0.6322  -5.4293  0.7534
O  0.2142  -4.2992  0.5884
C  0.8063  -4.1574  -0.6918
C  1.1609  -2.6938  -0.9168
C  0.0502  -1.6930  -0.5737
C  -1.2619  -2.1754  -1.2120
O  -1.0273  -2.4872  -2.5639
C  -1.6009  -1.5879  -3.4999
C  -1.0546  -1.9110  -4.8710
O  0.4513  -0.4715  -1.1946
C  -0.2604  0.6410  -0.6891
B  -0.1594  1.8114  -1.7890
O  -0.6313  3.1017  -1.5484
O  0.4411  1.4805  -2.9376
C  0.4355  2.3769  -4.0691
C  1.0726  1.6740  -5.2616
C  0.2216  1.0473  0.7245
C  1.4374  1.9843  0.4691
C  2.3022  2.5842  1.5926
C  3.6968  2.8687  1.0409
Cl  4.7433  3.5382  2.2926
P  -1.2230  1.9104  1.5242
C  -2.7315  2.1720  0.5064
C  -3.0627  3.6619  0.2238
C  -0.8429  3.4246  2.4494
C  -1.9728  3.7221  3.4646
N  0.6232  -0.2934  1.5164
C  2.0851  -0.6090  1.3245
C  2.5642  -1.8976  1.9530
N  3.6085  -1.8421  2.6745
C  0.2853  -0.3321  2.9850
C  1.0930  0.5043  3.9490
O  2.2432  0.4142  4.2277
F  0.2869  1.3375  4.5923
C  -0.1782  -1.4710  0.9453
O  -1.5207  -1.3292  1.3235
H  -1.3121  -4.5355  2.5913
H  -2.5399  -4.5631  1.3021
H  -2.1180  -6.0430  2.1573
H  -1.0822  -5.7056  -0.2022
H  -0.0455  -6.2824  1.1016
H  1.7278  -4.7465  -0.7381
H  0.1625  -4.5314  -1.4893
H  2.1028  -2.4816  -0.4276
H  1.3412  -2.5500  -1.9810
H  -1.6424  -3.0469  -0.6826
H  -2.0344  -1.4089  -1.1319
H  -1.3449  -0.5557  -3.2402
H  -2.6912  -1.6830  -3.4770
H  -1.2322  -1.0891  -5.5594
H  -1.4864  -2.8282  -5.2628
H  0.0218  -2.0606  -4.7907
H  -1.3196  0.3578  -0.6661
H  -1.5807  3.1857  -1.6803
H  -0.5972  2.6294  -4.2973
H  0.9932  3.2736  -3.8175
H  1.0142  0.5970  -5.1421
H  0.5855  1.9907  -6.1800
H  2.1199  1.9556  -5.3525
H  0.9860  2.8546  -0.0013
H  2.0956  1.5096  -0.2605
H  1.9080  3.5429  1.9251
H  2.4430  1.9842  2.4796
H  3.6424  3.5830  0.2216
H  4.1549  1.9613  0.6510
H  -2.7211  1.6427  -0.4418
H  -3.5600  1.7469  1.0670
H  -3.6555  4.0730  1.0338
H  -3.6659  3.7303  -0.6800
H  -2.1610  4.2493  0.0819
H  0.0975  3.3592  2.9793
H  -0.7508  4.2824  1.7806
H  -2.5681  4.5668  3.1257
H  -2.6317  2.8719  3.6191
H  -1.5338  4.0197  4.4132
H  2.7073  0.1651  1.7476
H  2.2734  -0.6348  0.2574
H  2.0754  -2.8393  1.7055
H  3.9018  -2.7724  2.9684
H  -0.7581  -0.0956  3.1319
H  0.4069  -1.3641  3.3171
H  0.1295  -2.3803  1.4474
H  -1.8009  -0.3996  1.3321

Here are the Mulliken charges for atoms 1 to 4, given in e: -1.12, -0.32, -0.26, -1.29

(3)
The following is a quantum chemistry calculation of 3 unconnected molecules or ions with the total composition C24H47BrN3O6S, from the OMol25 dataset.

## Properties
Highest occupied orbital energy (spin up / spin down) ... -8.901 / -8.902 eV
Orbital gap (spin up / spin down) ... 9.3 / 8.5 eV
Spin multiplicity ... 2
Total charge ... 0

CARTESIAN COORDINATES (ANGSTROEM)
C  3.1123  3.2006  0.9570
C  1.8239  2.3024  0.6749
Br  0.2359  2.9446  1.6384
C  1.6907  2.1108  -0.8649
C  0.3908  1.3972  -1.4326
C  -0.6003  2.5952  -1.8203
C  -1.9549  2.1317  -2.4775
S  -3.1970  3.4986  -2.1888
C  -4.4837  2.8623  -1.0991
N  -5.7928  3.1409  -1.0056
N  -6.2277  2.3093  0.0006
C  -5.2029  1.6129  0.4929
O  -4.0258  1.9243  -0.2036
C  -0.2692  0.3032  -0.5090
C  -0.2653  -1.1981  -0.9969
C  0.4972  -2.0785  0.1024
C  -1.7794  -1.7309  -0.9007
N  0.1609  -1.4631  -2.3805
O  0.4772  -2.7224  -2.5679
C  1.3282  -0.6684  -2.8409
C  1.5637  -1.0804  -4.3734
C  2.6858  -0.9494  -2.1097
C  0.8809  0.8397  -2.8690
H  3.9095  2.7847  0.2884
H  2.8250  4.2545  0.7227
H  3.4108  3.1131  2.0295
H  2.0843  1.2976  1.1204
H  1.7284  3.1363  -1.3433
H  2.6286  1.5984  -1.2273
H  -0.8186  3.2761  -0.9641
H  -0.0407  3.1994  -2.5905
H  -2.3345  1.1350  -2.1511
H  -1.8275  2.1181  -3.5968
H  -5.1734  0.8450  1.2914
H  -1.3526  0.5974  -0.3803
H  0.1185  0.2858  0.5483
H  0.3518  -3.1739  -0.0488
H  -0.0242  -1.8205  1.0715
H  1.5616  -1.7666  0.2428
H  -2.0194  -1.7476  0.1935
H  -2.4805  -1.0924  -1.4905
H  -1.7448  -2.7803  -1.2987
H  0.5748  -1.2615  -4.8556
H  2.2140  -1.9996  -4.3554
H  2.1791  -0.2857  -4.8673
H  2.9755  -2.0378  -2.1148
H  3.4879  -0.4331  -2.7166
H  2.7487  -0.5287  -1.0735
H  0.1076  0.9456  -3.6682
H  1.7735  1.4439  -3.2014
C  5.1842  0.0456  0.7726
O  5.9783  0.9755  0.0532
C  6.8770  1.6940  0.8933
C  8.2826  1.1175  0.8278
O  8.3332  -0.1986  1.3659
C  8.3232  -1.2008  0.3601
H  4.7438  -0.6510  0.0584
H  5.7725  -0.5263  1.4940
H  4.3789  0.5735  1.2950
H  6.5101  1.7137  1.9253
H  6.9039  2.7241  0.5267
H  8.9429  1.7388  1.4403
H  8.6628  1.1326  -0.1986
H  9.3157  -1.2819  -0.0937
H  7.5823  -0.9954  -0.4162
H  8.0736  -2.1514  0.8322
C  -5.3725  -2.3368  2.0331
O  -6.2375  -1.2737  2.4058
C  -7.6016  -1.5440  2.0919
C  -8.3733  -2.0106  3.3161
O  -7.9027  -3.2703  3.7827
C  -7.0285  -3.1488  4.8945
H  -4.4208  -2.1962  2.5473
H  -5.7773  -3.3114  2.3150
H  -5.1979  -2.3124  0.9525
H  -7.6739  -2.2764  1.2809
H  -8.0405  -0.6070  1.7381
H  -9.4222  -2.1453  3.0359
H  -8.3313  -1.2609  4.1126
H  -7.6075  -2.9589  5.8036
H  -6.2958  -2.3504  4.7548
H  -6.4934  -4.0919  5.0088

Here are the Mulliken charges for atoms 1 to 4, given in e: -1.27, -0.03, -0.15, -1.55

| no. | DFT total energy (eV) |
| --- | --- |
| 1 | -189209.1723 |
| 2 | -68161.3298 |
| 3 | -123276.3516 |